A cluster of 10 separate species, C40H110N10O10 in total at a distorted geometry. Source: OMol25; level of theory: the ωB97M-V functional and the def2-TZVPD basis.

Each line ends with the Löwdin spin population.
Cartesian coordinates (Å):
C -1.4609 -1.3993 1.1720  0.0094
C -0.5609 -0.5138 0.3489  0.0015
C -0.8489 1.0046 0.5671  0.0051
O 0.0608 1.7723 -0.2445  0.0018
C 0.3310 3.1269 0.0285  0.0015
N 0.7990 -0.8819 0.6589  0.0006
H -1.7326 -1.0161 2.1556  0.0121
H -1.1994 -2.4505 1.2935  0.0004
H -2.4809 -1.4579 0.7920  0.0006
H -0.7887 -0.7863 -0.6817  0.0005
H -0.5958 1.2212 1.6050  0.0042
H -1.8793 1.2571 0.3168  0.0014
H 1.2095 3.3908 -0.5603  0.0001
H 0.6098 3.1635 1.0816  0.0004
H -0.4971 3.8072 -0.1702  0.0010
H 1.3939 -0.3245 0.0627  0.0001
H 1.0294 -0.6381 1.6116  0.0007
C -1.4205 -7.3563 -2.0247  0.0006
C -2.3557 -6.0635 -2.0242  0.0021
C -1.7864 -4.7173 -2.6590  0.0006
O -0.6480 -4.2032 -1.9540  0.0005
C -0.0104 -3.0573 -2.4975  0.0001
N -3.4304 -6.4876 -2.8810  0.0010
H -1.4462 -7.8255 -3.0082  0.0000
H -1.7472 -8.1554 -1.3592  0.0005
H -0.4519 -7.0122 -1.6620  0.0000
H -2.7649 -5.8551 -1.0356  0.0015
H -2.6006 -3.9932 -2.6299  0.0006
H -1.5419 -4.9201 -3.7017  0.0000
H 0.5861 -2.5427 -1.7442  0.0000
H -0.6390 -2.2514 -2.8763  0.0000
H 0.7977 -3.3709 -3.1583  0.0000
H -3.7147 -7.4055 -2.5701  0.0006
H -4.1851 -5.8249 -2.7742  0.0017
C -0.0700 -6.1978 1.8246  0.0029
C -0.0121 -4.6906 1.9235  0.0013
C 0.8361 -4.2017 3.1522  0.0040
O 0.0926 -4.3643 4.3335  0.0150
C -1.0251 -3.5199 4.5440  0.0602
N 0.7178 -4.1704 0.7408  0.0004
H 0.8695 -6.6161 2.1860  0.0003
H -0.3934 -6.6795 0.9019  0.0001
H -0.8361 -6.5105 2.5340  0.0022
H -1.0301 -4.3103 2.0084  0.0006
H 1.0529 -3.1353 3.0898  0.0014
H 1.8010 -4.6883 3.2948  0.0018
H -1.5535 -3.7985 5.4558  0.0260
H -1.7574 -3.4397 3.7406  0.0057
H -0.6334 -2.5237 4.7493  0.0200
H 0.2998 -4.5170 -0.1109  0.0000
H 0.5980 -3.1681 0.7082  0.0001
C -1.3331 7.0082 0.0765  0.0034
C -1.6151 7.2755 -1.3719  0.0004
C -1.2596 6.0167 -2.2090  0.0012
O 0.1302 5.7996 -2.1114  0.0001
C 0.5936 4.7220 -2.9149  0.0002
N -2.9905 7.5307 -1.2346  0.0006
H -0.2473 6.9382 0.1411  0.0003
H -1.8378 6.1320 0.4834  0.0033
H -1.6786 7.7997 0.7415  0.0008
H -1.1354 8.1879 -1.7263  0.0001
H -1.5409 6.1235 -3.2567  0.0002
H -1.7068 5.0831 -1.8676  0.0013
H 1.6589 4.5248 -2.7956  0.0000
H 0.5170 5.1192 -3.9271  0.0000
H 0.1455 3.7336 -2.8126  0.0001
H -3.1839 8.1373 -2.0186  0.0000
H -3.1870 8.2133 -0.5165  0.0002
C -4.2035 0.8315 1.7279  0.0308
C -5.1896 0.0172 2.5761  0.0256
C -4.8289 -1.4458 2.8737  0.0557
O -4.9041 -2.0214 1.5270  0.0084
C -4.4355 -3.3891 1.5561  0.0131
N -5.5650 0.7724 3.7686  0.0376
H -4.0544 0.3891 0.7429  0.0019
H -3.1743 0.9241 2.0745  0.0148
H -4.5122 1.8658 1.5766  0.0087
H -6.1137 0.0481 1.9990  0.0029
H -5.6420 -1.8367 3.4854  0.0185
H -3.8607 -1.4701 3.3738  0.0377
H -4.5391 -3.7211 0.5231  0.0022
H -5.0987 -4.0437 2.1217  0.0060
H -3.4218 -3.3705 1.9563  0.0016
H -6.3518 0.3077 4.1988  0.0146
H -4.8250 0.7949 4.4557  0.0867
C 3.8590 2.6939 2.3067  0.0007
C 4.6947 1.5370 2.8424  0.0008
C 4.9287 1.5065 4.3508  0.0053
O 5.6098 2.6286 4.8113  0.0012
C 5.7125 2.6964 6.2799  0.0105
N 4.0718 0.3479 2.3389  0.0013
H 3.7760 2.6080 1.2232  0.0000
H 4.2043 3.6789 2.6211  0.0003
H 2.8113 2.6319 2.6007  0.0000
H 5.6701 1.6334 2.3654  0.0001
H 5.4362 0.5877 4.6445  0.0028
H 3.9802 1.4509 4.8851  0.0015
H 4.7207 2.7364 6.7303  0.0047
H 6.2390 3.6019 6.5816  0.0011
H 6.3192 1.8581 6.6224  0.0013
H 4.5860 -0.4917 2.5646  0.0026
H 3.1644 0.3290 2.7820  0.0004
C 4.1590 -1.6834 -0.8958  0.0005
C 5.1555 -0.5354 -0.8662  0.0003
C 6.0792 -0.3372 -2.1187  0.0001
O 6.8916 -1.5258 -2.3801  0.0001
C 7.6200 -1.4965 -3.6062  0.0000
N 4.4007 0.6475 -0.5796  0.0001
H 3.4245 -1.5656 -1.6925  0.0000
H 3.5966 -1.7791 0.0331  0.0003
H 4.8191 -2.5201 -1.1245  0.0000
H 5.7336 -0.7173 0.0397  0.0002
H 6.6471 0.5748 -1.9345  0.0000
H 5.5028 -0.2233 -3.0368  0.0000
H 7.0468 -1.4326 -4.5311  0.0000
H 8.2524 -2.3826 -3.5505  0.0000
H 8.1795 -0.5617 -3.5722  0.0000
H 5.0861 1.3866 -0.5157  0.0000
H 4.1629 0.4516 0.3822  0.0001
C 1.4933 4.1423 5.3954  0.0196
C 0.5998 3.5667 4.3650  0.0101
C 0.3163 2.0520 4.5109  0.0696
O 1.3679 1.1374 4.1959  0.0405
C 0.9390 -0.1922 4.2468  0.0463
N -0.6225 4.3753 4.3956  0.0160
H 1.4877 5.2281 5.2995  0.0029
H 2.5274 3.8105 5.3017  0.0009
H 1.1922 3.9357 6.4224  0.0117
H 1.0552 3.7778 3.3974  0.0010
H -0.5818 1.7258 3.9864  0.0280
H 0.1993 1.9086 5.5850  0.0421
H 0.0544 -0.3092 3.6207  0.0105
H 0.5842 -0.4884 5.2340  0.0325
H 1.6080 -0.9423 3.8250  0.0036
H -0.5891 4.7237 5.3430  0.0107
H -1.4339 3.7739 4.3917  0.0331
C -4.7531 0.0059 -6.4697  0.0002
C -5.7844 -0.3669 -5.3513  0.0005
C -5.3091 -0.0189 -3.9636  0.0023
O -4.0957 -0.6748 -3.6687  0.0009
C -3.8482 -0.6479 -2.2129  0.0021
N -7.0426 0.3184 -5.5617  0.0001
H -5.1856 -0.0304 -7.4695  0.0000
H -3.8341 -0.5772 -6.4086  0.0000
H -4.4211 1.0374 -6.3520  0.0001
H -5.9416 -1.4377 -5.2213  0.0002
H -6.1027 -0.3015 -3.2719  0.0008
H -5.0713 1.0398 -3.8599  0.0011
H -2.9630 -1.2512 -2.0117  0.0004
H -4.6580 -1.1670 -1.7002  0.0007
H -3.8903 0.3340 -1.7415  0.0018
H -7.5775 -0.0960 -6.3116  0.0000
H -6.9083 1.3056 -5.7275  0.0001
C 0.0449 0.8444 -3.3358  0.0002
C 1.5621 0.5285 -2.9873  0.0000
C 2.5716 0.4785 -4.1504  0.0000
O 2.4932 -0.6636 -4.9974  0.0000
C 3.6147 -0.7049 -5.9000  0.0000
N 2.0562 1.6131 -2.1902  0.0000
H -0.0136 1.7727 -3.9040  0.0001
H -0.6032 1.0621 -2.4869  0.0002
H -0.4032 0.0566 -3.9414  0.0000
H 1.6841 -0.4515 -2.5259  0.0000
H 3.5970 0.4022 -3.7886  0.0000
H 2.4526 1.2847 -4.8742  0.0000
H 3.5733 -1.6249 -6.4830  0.0000
H 4.5841 -0.7303 -5.4023  0.0000
H 3.5777 0.2033 -6.5017  0.0000
H 1.3909 1.8401 -1.4650  0.0000
H 2.8708 1.3575 -1.6505  0.0000

Forces on atoms 1 to 3 (eV/Å):
C -2.147 -0.032 0.732
C -0.549 0.143 0.272
C 0.974 -0.121 -0.394

The energy above the lowest of the compared OMol25 structures with the same formula, charge and spin comes out at 0.6368 eV. As for the total charge: -1. The electronic energy is -2889.62008 hartree. The calculation puts the molar mass at 891.38 g/mol. The expectation value of S² is 0.75. Its HOMO energy (alpha / beta) is 0.521 / -6.727 eV. The value obtained for the maximum force is 4.23 eV Å⁻¹. For the orbital gap (alpha / beta), the calculation gives 1.72 / 8.95 eV. As for the spin multiplicity: 2.